The following is a quantum chemistry calculation of a cluster of 2 separate species, C30H39N2 in total in a non-equilibrium geometry, from OMol25.

Values from the calculation:
Highest occupied orbital energy   -9.515 eV
Energy   -34716.875 eV

Structure (ORCA input):
```
! RIJCOSX wB97M-V def2-TZVPD def2/J DEFGRID3
* xyz 1 1
C -3.461 -2.068 -3.334
C -2.863 -0.942 -2.499
C -1.352 -0.776 -2.638
N -0.582 -2.010 -2.709
C 0.771 -1.897 -2.601
C 1.495 -0.837 -2.105
C 2.956 -1.095 -2.117
C 3.099 -2.422 -2.937
C 1.685 -3.025 -3.044
C -1.133 -3.155 -3.428
C -2.638 -3.351 -3.263
H -4.470 -2.274 -2.966
H -3.551 -1.740 -4.376
H -3.320 0.013 -2.780
H -3.101 -1.092 -1.437
H -1.123 -0.133 -3.513
H -1.015 -0.208 -1.761
H 1.085 0.107 -1.759
H 3.555 -0.287 -2.555
H 3.342 -1.270 -1.100
H 3.465 -2.188 -3.943
H 3.813 -3.113 -2.479
H 1.602 -3.906 -2.386
H 1.473 -3.358 -4.073
H -0.891 -3.071 -4.504
H -0.637 -4.069 -3.071
H -2.828 -3.860 -2.311
H -2.969 -4.041 -4.046
C -2.071 -0.988 2.999
C -0.721 -1.660 2.744
C -0.418 -2.647 3.881
C -0.746 -2.409 1.413
C 0.354 -0.575 2.717
N 1.248 -0.484 3.721
C 2.079 0.621 3.570
C 1.701 1.272 2.391
C 2.387 2.425 2.010
C 3.420 2.902 2.825
C 3.775 2.241 4.014
C 3.092 1.078 4.402
C 0.575 0.527 1.824
C -0.091 0.886 0.635
C -0.490 2.229 0.342
C -0.501 3.241 1.355
C -0.676 4.577 1.041
C -0.896 4.975 -0.283
C -0.959 6.433 -0.618
C -1.037 3.988 -1.270
C -0.847 2.647 -0.971
H -2.262 -0.191 2.272
H -2.883 -1.722 2.923
H -2.100 -0.552 4.005
H 0.581 -3.089 3.781
H -0.502 -2.171 4.866
H -1.144 -3.471 3.858
H 0.258 -2.749 1.126
H -1.388 -3.296 1.501
H -1.140 -1.785 0.601
H 1.342 -1.119 4.508
H 2.106 2.945 1.098
H 3.955 3.809 2.543
H 4.582 2.631 4.636
H 3.328 0.523 5.311
H -0.229 0.107 -0.110
H -0.309 2.966 2.393
H -0.626 5.333 1.827
H -1.156 6.577 -1.682
H -1.750 6.930 -0.044
H -0.013 6.934 -0.375
H -1.298 4.288 -2.288
H -0.934 1.894 -1.756
*
```

***

The following is a quantum chemistry calculation of a structure of composition C30H39N3NiO4Si, from OMol25.

Values from the calculation:
Highest occupied orbital energy (spin up / spin down)   -7.151 / -7.149 eV
Energy   -93332.304 eV

Structure (ORCA input):
```
! RIJCOSX wB97M-V def2-TZVPD def2/J DEFGRID3
* xyz 0 1
Ni 0.194 -1.542 0.808
C -3.995 -1.663 0.507
C -2.646 -1.386 0.226
N -1.678 -1.823 1.000
C -1.975 -2.559 2.113
C -3.294 -2.879 2.463
C -4.315 -2.396 1.615
C -3.517 -3.660 3.623
C -2.441 -4.090 4.348
C -1.112 -3.779 3.994
C -0.850 -3.001 2.882
N 0.340 -2.608 2.337
C 1.571 -2.512 2.925
C 1.984 -2.733 4.224
C 3.337 -2.538 4.581
C 4.292 -2.137 3.690
C 3.911 -1.872 2.350
C 4.783 -1.445 1.324
C 4.299 -1.197 0.068
C 2.923 -1.334 -0.178
N 2.095 -1.733 0.758
C 2.565 -2.031 2.001
H -4.760 -1.282 -0.154
H -2.345 -0.786 -0.624
H -5.348 -2.621 1.851
H -4.528 -3.915 3.911
H -2.602 -4.705 5.225
H -0.309 -4.182 4.591
H 1.290 -3.044 4.990
H 3.617 -2.722 5.611
H 5.324 -2.009 3.989
H 5.835 -1.314 1.546
H 4.948 -0.870 -0.731
H 2.486 -1.092 -1.139
C 1.252 -0.440 -4.574
C 0.015 0.044 -3.827
C -0.782 -1.146 -3.297
C -0.859 0.904 -4.734
O 0.486 0.860 -2.760
Si -0.128 1.168 -1.265
O 0.171 -0.006 -0.248
O -1.733 1.495 -1.486
C -2.596 2.318 -0.690
C -2.298 2.156 0.798
C -4.017 1.869 -1.005
C -2.409 3.773 -1.116
O 0.526 2.599 -0.783
C 1.870 3.070 -0.761
C 2.192 3.679 -2.123
C 1.924 4.134 0.329
C 2.838 1.940 -0.443
H 0.975 -0.993 -5.473
H 1.849 -1.092 -3.934
H 1.865 0.415 -4.864
H -1.023 -1.836 -4.108
H -1.718 -0.801 -2.855
H -0.208 -1.684 -2.540
H -1.241 0.321 -5.575
H -0.280 1.742 -5.125
H -1.700 1.300 -4.164
H -2.377 1.110 1.100
H -3.009 2.740 1.385
H -1.291 2.504 1.028
H -4.177 0.844 -0.673
H -4.191 1.918 -2.081
H -4.746 2.508 -0.503
H -1.379 4.081 -0.948
H -3.074 4.426 -0.547
H -2.639 3.882 -2.177
H 1.512 4.506 -2.332
H 2.073 2.926 -2.903
H 3.216 4.057 -2.145
H 1.196 4.919 0.118
H 2.917 4.586 0.385
H 1.686 3.691 1.297
H 2.825 1.201 -1.247
H 2.554 1.446 0.488
H 3.855 2.325 -0.344
*
```

***

The following is a quantum chemistry calculation of a structure of composition C30H40AlBeBrFInKN2O8 in a non-equilibrium geometry, from OMol25.

Values from the calculation:
ΔE to the lowest compared entry with this formula, charge and spin   160.7 kJ/mol
Highest occupied orbital energy   -14.541 eV
Energy   -152326.975 eV

Structure (ORCA input):
```
! RIJCOSX wB97M-V def2-TZVPD def2/J DEFGRID3
* xyz 3 1
C -3.636 3.017 3.839
C -4.735 2.847 2.728
C -5.879 1.865 3.364
O -5.628 0.442 3.006
C -6.609 -0.437 3.671
In -5.725 -2.130 4.876
C -3.497 -2.523 4.602
C -3.226 -3.345 3.282
C -1.715 -3.128 2.794
C -1.577 -2.691 1.322
N -1.580 -1.233 1.129
C -1.388 -0.757 -0.171
C -1.426 0.675 -0.026
C -1.633 0.999 1.386
C -1.758 -0.273 2.094
H -4.117 3.213 4.827
H -2.931 3.847 3.561
H -3.000 2.090 3.869
H -5.157 3.836 2.421
H -4.370 2.341 1.771
H -5.825 2.000 4.465
H -6.887 2.268 2.957
H -7.347 -0.893 2.902
H -7.224 0.181 4.380
H -5.924 -1.690 6.616
H -6.600 -3.605 4.403
H -2.859 -1.608 4.695
H -3.192 -3.191 5.452
H -3.958 -3.128 2.473
H -3.332 -4.418 3.586
H -1.212 -4.127 2.880
H -1.134 -2.461 3.485
H -2.287 -3.210 0.631
H -0.486 -3.021 0.971
H -1.214 -1.305 -1.143
H -1.320 1.495 -0.756
H -1.707 2.001 1.872
H -1.927 -0.406 3.173
C 2.361 6.311 -1.719
O 2.350 4.872 -1.906
C 1.958 4.169 -0.815
O 1.626 4.636 0.244
O 2.008 2.882 -1.126
C 1.623 2.004 -0.065
H 2.693 6.763 -2.654
H 1.357 6.680 -1.490
H 3.060 6.590 -0.933
H 0.587 2.188 0.225
H 2.290 2.115 0.790
H 1.701 0.982 -0.432
Be 0.696 5.136 -3.386
Br 1.346 -3.437 1.637
K -6.750 0.735 1.473
C 4.687 -5.716 -4.975
C 5.181 -5.356 -3.724
C 4.895 -4.096 -3.193
C 4.125 -3.196 -3.917
C 3.649 -3.549 -5.183
C 3.924 -4.820 -5.705
C 2.867 -2.583 -5.991
O 2.449 -2.887 -7.086
C 2.611 -1.228 -5.435
C 1.931 -0.291 -6.200
C 1.674 0.981 -5.681
C 2.093 1.307 -4.393
C 2.776 0.379 -3.631
C 3.047 -0.893 -4.154
C 3.812 -1.869 -3.337
O 4.177 -1.577 -2.215
H 4.902 -6.697 -5.381
H 5.788 -6.053 -3.160
H 5.278 -3.823 -2.217
H 3.545 -5.102 -6.679
H 1.600 -0.541 -7.201
H 1.146 1.712 -6.282
H 1.888 2.293 -3.987
H 3.105 0.637 -2.632
C 5.512 2.588 2.107
N 5.014 1.261 2.562
O 5.553 0.764 3.519
O 4.090 0.766 1.929
H 6.324 2.898 2.757
H 5.859 2.474 1.082
H 4.681 3.288 2.167
F -1.896 -0.921 -2.731
Al -1.173 3.685 1.737
*
```

***

The following is a quantum chemistry calculation of a structure of composition C30H40AsCl3N3O2P2RuS5 in a non-equilibrium geometry, from OMol25.

Values from the calculation:
ΔE to the lowest compared entry with this formula, charge and spin   266.6 kJ/mol
Highest occupied orbital energy (spin up / spin down)   -1.495 / -1.165 eV
Energy   -214071.313 eV

Structure (ORCA input):
```
! RIJCOSX wB97M-V def2-TZVPD def2/J DEFGRID3
* xyz -2 2
Ru -0.537 0.224 1.308
S -1.862 2.655 4.682
As -2.105 0.712 3.836
S -0.095 -0.232 3.622
S -2.813 0.812 1.739
S -3.391 -0.469 5.024
C 0.770 3.306 -0.795
P 0.360 2.575 0.834
C -1.109 3.587 1.230
C 1.580 3.514 1.878
C 1.702 3.031 3.333
P 2.758 1.535 3.488
C 4.405 2.312 3.140
C 2.858 1.427 5.321
H 0.854 4.391 -0.698
H -0.030 3.054 -1.489
H 1.707 2.886 -1.156
H -0.909 4.643 1.017
H -1.363 3.468 2.286
H -1.946 3.239 0.630
H 1.245 4.553 1.870
H 2.550 3.458 1.377
H 0.711 2.802 3.743
H 2.149 3.809 3.961
H 4.486 3.308 3.588
H 4.533 2.385 2.060
H 5.196 1.666 3.527
H 3.173 2.377 5.762
H 3.568 0.644 5.594
H 1.871 1.151 5.693
C 2.265 -2.073 1.866
N 2.172 -0.849 1.076
C 2.831 -0.636 -0.076
S 3.415 0.899 -0.502
N 3.108 -1.681 -0.886
C 2.333 -2.925 -0.930
H 2.129 -1.793 2.909
H 3.252 -2.531 1.754
H 1.492 -2.792 1.613
H 2.141 -0.008 1.652
H 3.517 -1.374 -1.749
H 2.713 -3.662 -0.222
H 2.403 -3.344 -1.933
H 1.291 -2.724 -0.696
Cl -1.280 3.551 -5.355
C -2.215 3.180 -3.919
C -2.535 4.224 -3.071
C -3.275 3.966 -1.932
C -3.691 2.672 -1.671
C -3.382 1.641 -2.537
Cl -4.016 0.078 -2.142
C -2.616 1.853 -3.700
N -2.313 0.888 -4.658
C -2.156 -0.522 -4.422
C -3.064 -1.383 -5.030
C -2.965 -2.752 -4.860
C -1.939 -3.267 -4.078
C -1.012 -2.413 -3.503
C -1.089 -1.030 -3.675
C -0.057 -0.157 -3.005
C -0.395 -0.012 -1.507
O -0.096 -0.962 -0.749
O -0.959 1.036 -1.140
H -2.193 5.223 -3.307
H -3.505 4.763 -1.236
H -4.254 2.444 -0.775
H -1.693 1.234 -5.370
H -3.866 -0.948 -5.615
H -3.685 -3.416 -5.325
H -1.860 -4.335 -3.905
H -0.207 -2.811 -2.895
H -0.016 0.843 -3.431
H 0.922 -0.633 -3.074
Cl 1.559 -7.272 0.577
C 0.601 -5.819 0.838
C 0.404 -5.344 2.129
C -0.344 -4.199 2.333
C -0.932 -3.482 1.257
C -1.686 -2.302 1.463
C -0.722 -4.024 -0.039
C 0.029 -5.167 -0.246
H 0.848 -5.867 2.968
H -0.494 -3.826 3.341
H -1.982 -2.039 2.469
H -2.238 -1.868 0.641
H -1.181 -3.512 -0.877
H 0.176 -5.561 -1.246
*
```